(1)
A molecular structure, C31H53As2CrN5O10P2, computed with ωB97M-V with the def2-TZVPD basis set.

Atoms and positions in Å:
Cr  1.745  -0.433  -0.427
C  1.037  -1.311  3.060
P  1.925  -0.050  2.087
C  1.314  1.572  2.653
C  3.590  -0.107  2.824
C  3.726  0.311  4.149
C  4.964  0.340  4.763
C  6.095  -0.035  4.050
C  5.970  -0.451  2.738
C  4.721  -0.503  2.114
P  4.615  -1.033  0.375
C  5.725  0.169  -0.457
C  5.647  -2.561  0.433
H  1.096  -1.081  4.125
H  1.523  -2.278  2.907
H  -0.009  -1.363  2.765
H  2.152  2.267  2.608
H  0.920  1.530  3.668
H  0.547  1.937  1.977
H  2.855  0.629  4.708
H  5.051  0.668  5.791
H  7.071  0.003  4.515
H  6.865  -0.721  2.192
H  6.776  -0.044  -0.259
H  5.467  1.162  -0.088
H  5.555  0.192  -1.536
H  6.650  -2.364  0.809
H  5.775  -3.031  -0.549
H  5.168  -3.290  1.087
N  0.810  2.896  -1.444
N  1.718  2.970  -0.365
C  2.813  2.119  -0.269
O  3.676  2.356  0.559
O  2.799  1.073  -1.069
H  1.158  3.443  -2.227
H  -0.056  3.340  -1.141
H  1.899  3.883  0.030
N  3.669  -2.458  -2.470
C  2.540  -3.278  -3.061
C  1.677  -3.932  -1.974
C  0.448  -3.176  -1.447
N  0.725  -2.312  -0.258
C  -0.240  -2.390  -2.562
C  0.699  -1.534  -3.399
N  1.295  -0.466  -2.564
C  1.764  -2.414  -4.045
H  4.204  -3.000  -1.789
H  3.326  -1.638  -1.960
H  4.309  -2.139  -3.198
H  3.057  -4.070  -3.602
H  2.306  -4.287  -1.151
H  1.289  -4.840  -2.441
H  -0.260  -3.936  -1.113
H  1.154  -2.888  0.464
H  -0.204  -2.084  0.120
H  -1.037  -1.785  -2.138
H  -0.736  -3.103  -3.225
H  0.128  -1.078  -4.211
H  0.603  0.274  -2.416
H  2.041  0.042  -3.036
H  2.450  -1.825  -4.662
H  1.253  -3.087  -4.736
C  -1.906  1.878  4.394
O  -1.937  2.345  3.033
C  -1.845  1.437  2.068
O  -1.561  0.270  2.231
C  -2.015  2.062  0.722
C  -3.079  2.835  0.433
As  -4.629  2.065  1.367
C  -6.158  2.660  0.302
C  -4.282  0.277  0.484
C  -3.213  -0.184  -0.166
As  -1.498  0.759  -0.637
C  -2.151  1.380  -2.377
C  -2.994  -1.618  -0.556
O  -2.187  -2.287  0.050
O  -3.403  -2.038  -1.754
C  -4.535  -1.449  -2.417
C  -5.336  -0.745  0.814
O  -5.318  -1.889  0.430
O  -6.279  -0.242  1.603
C  -7.310  -1.166  2.021
C  -2.970  3.730  -0.757
O  -1.896  4.106  -1.172
O  -4.133  4.107  -1.265
C  -4.063  5.066  -2.342
H  -1.378  2.633  4.969
H  -1.409  0.915  4.459
H  -2.934  1.795  4.744
H  -6.262  3.734  0.437
H  -7.029  2.158  0.713
H  -6.047  2.433  -0.753
H  -3.157  1.789  -2.349
H  -2.166  0.484  -3.004
H  -1.461  2.105  -2.802
H  -4.428  -1.707  -3.466
H  -4.548  -0.366  -2.301
H  -5.445  -1.884  -2.014
H  -7.953  -0.602  2.687
H  -6.860  -2.010  2.536
H  -7.863  -1.518  1.154
H  -5.092  5.279  -2.607
H  -3.526  4.640  -3.187
H  -3.554  5.965  -2.003

- total charge = +2
- frontier orbital gap (alpha / beta) (eV) = 7.1 / 7.5
- molecular weight (g/mol) = 919.58
- energy relative to the best compared isomer or geometry (same formula, charge and spin) (kcal per mole) = 17.4
- 2S+1 = 5
- <S²> = 6.017
- E_tot (Eh) = -8437.50777
- HOMO level (alpha / beta) (eV) = -12.48 / -12.95
- E_LUMO (alpha / beta) (eV) = -5.4075 / -5.4089


(2)
A molecular structure, C31H53BrNO3P3Pd, computed with ωB97M-V with the def2-TZVPD basis set.

Atoms and positions in Å:
C  2.763  3.676  -6.301
C  2.573  4.164  -4.988
C  3.051  5.459  -4.733
C  3.618  6.228  -5.773
N  3.742  5.754  -7.020
C  3.340  4.503  -7.291
C  1.938  3.377  -3.925
C  1.503  2.670  -3.018
C  1.223  1.544  -2.256
C  0.068  0.823  -2.610
C  -0.238  -0.296  -1.867
C  0.608  -0.548  -0.740
C  1.809  0.113  -0.426
C  2.136  1.186  -1.251
Pd  -0.556  -0.341  0.935
P  -2.815  -0.065  0.552
H  2.980  5.886  -3.726
H  2.462  2.659  -6.568
H  3.967  7.240  -5.582
H  3.467  4.146  -8.303
H  3.052  1.754  -1.128
H  -0.522  1.170  -3.471
H  2.399  -0.151  0.465
H  -1.095  -0.943  -2.082
C  -3.839  -0.677  1.950
C  -4.983  0.188  2.450
H  -3.128  -0.934  2.748
H  -4.232  -1.635  1.587
H  -5.575  -0.395  3.161
H  -4.642  1.074  2.984
H  -5.670  0.498  1.659
C  -2.736  1.759  0.502
C  -3.421  2.450  -0.668
H  -1.657  2.013  0.467
H  -3.120  2.134  1.462
H  -3.264  3.534  -0.584
H  -2.997  2.142  -1.634
H  -4.501  2.268  -0.675
C  -3.668  -0.749  -0.906
C  -5.202  -0.634  -0.971
H  -3.382  -1.816  -0.938
H  -3.226  -0.300  -1.809
H  -5.554  -0.939  -1.963
H  -5.697  -1.290  -0.252
H  -5.562  0.384  -0.812
Br  -0.629  -2.021  3.126
P  1.022  1.662  3.342
C  -0.795  1.602  3.374
C  -1.437  2.292  4.578
H  -1.055  0.526  3.346
H  -1.138  2.069  2.443
H  -2.448  2.637  4.343
H  -1.535  1.597  5.415
H  -0.860  3.160  4.908
C  1.978  0.101  3.497
C  2.744  -0.131  4.820
H  2.662  0.045  2.625
H  1.180  -0.689  3.402
H  2.795  -1.209  5.001
H  3.786  0.234  4.796
H  2.219  0.324  5.679
C  1.698  2.636  1.969
C  2.143  4.059  2.383
H  0.948  2.665  1.168
H  2.566  2.075  1.590
H  2.788  4.502  1.618
H  1.290  4.735  2.503
H  2.725  4.036  3.315
C  1.817  -4.795  3.031
C  1.789  -3.874  1.856
O  0.472  -3.784  1.351
P  0.108  -2.796  0.156
O  -1.010  -3.580  -0.665
C  -1.593  -4.965  -0.419
C  -0.877  -6.040  -1.204
O  1.481  -2.978  -0.695
C  1.553  -2.826  -2.113
C  2.833  -3.401  -2.669
H  1.112  -4.494  3.800
H  2.802  -4.809  3.466
H  1.564  -5.814  2.705
H  2.189  -2.884  2.128
H  2.395  -4.284  1.055
H  -1.563  -5.169  0.666
H  -2.642  -4.883  -0.721
H  0.177  -6.104  -0.929
H  -1.351  -6.999  -0.973
H  -0.956  -5.877  -2.276
H  0.675  -3.280  -2.579
H  1.538  -1.754  -2.356
H  2.868  -4.496  -2.557
H  2.834  -3.160  -3.726
H  3.722  -2.943  -2.221

- total charge = +2
- frontier orbital gap (alpha / beta) (eV) = 6.4 / 5.3
- molecular weight (g/mol) = 767.02
- energy relative to the best compared isomer or geometry (same formula, charge and spin) (kcal per mole) = 50.7
- 2S+1 = 3
- <S²> = 2.009
- E_tot (Eh) = -5218.77434
- HOMO level (alpha / beta) (eV) = -13.20 / -13.27
- E_LUMO (alpha / beta) (eV) = -6.7571 / -7.9727


(3)
A molecular structure, C31H53BrNO3P3Re, computed with ωB97M-V with the def2-TZVPD basis set.

Atoms and positions in Å:
C  2.820  -0.561  -3.195
C  2.441  0.672  -2.631
C  2.940  1.845  -3.230
C  3.830  1.732  -4.307
N  4.168  0.555  -4.835
C  3.670  -0.565  -4.310
C  1.583  0.754  -1.447
C  0.970  -0.347  -0.680
C  0.633  -1.719  -0.818
C  -0.126  -2.206  -1.903
C  -0.970  -3.297  -1.729
C  -1.228  -3.809  -0.428
C  -0.196  -3.560  0.526
C  0.712  -2.527  0.331
Re  0.677  1.280  0.029
P  -1.403  1.862  -0.938
H  2.664  2.836  -2.870
H  2.479  -1.514  -2.793
H  4.270  2.629  -4.746
H  3.955  -1.510  -4.781
H  1.440  -2.269  1.104
H  -0.099  -1.700  -2.872
H  -0.083  -4.147  1.448
H  -1.479  -3.655  -2.618
C  -2.714  2.301  0.281
C  -3.203  3.743  0.251
H  -2.287  2.067  1.268
H  -3.544  1.598  0.128
H  -3.967  3.871  1.027
H  -2.393  4.451  0.465
H  -3.658  4.010  -0.710
C  -1.294  3.221  -2.183
C  -0.508  2.844  -3.437
H  -0.815  4.074  -1.678
H  -2.320  3.528  -2.436
H  -0.311  3.751  -4.023
H  0.462  2.386  -3.196
H  -1.061  2.145  -4.078
C  -2.211  0.494  -1.879
C  -3.589  0.821  -2.454
H  -2.270  -0.364  -1.191
H  -1.519  0.198  -2.682
H  -3.955  -0.050  -3.011
H  -4.322  1.040  -1.670
H  -3.561  1.668  -3.152
Br  -3.569  -4.083  -1.094
P  2.072  2.689  0.707
C  1.299  4.396  0.762
C  1.035  5.028  2.127
H  0.340  4.299  0.221
H  1.938  5.046  0.145
H  0.271  5.809  2.015
H  0.663  4.308  2.864
H  1.925  5.525  2.531
C  2.615  2.263  2.432
C  3.496  3.190  3.267
H  3.125  1.293  2.313
H  1.685  2.048  2.983
H  3.405  2.893  4.320
H  4.553  3.098  3.003
H  3.205  4.241  3.204
C  3.621  3.088  -0.214
C  4.770  3.801  0.498
H  3.296  3.699  -1.070
H  3.971  2.130  -0.626
H  5.473  4.176  -0.258
H  4.437  4.661  1.087
H  5.329  3.117  1.144
C  -1.301  -8.528  -0.462
C  -1.430  -7.087  -0.859
O  -2.054  -6.394  0.329
P  -2.338  -4.881  0.392
O  -2.906  -4.484  1.781
C  -2.473  -5.149  3.075
C  -3.299  -4.486  4.140
O  -0.347  1.002  1.842
C  -0.453  -0.162  2.600
C  -1.252  0.143  3.869
H  -0.698  -8.640  0.444
H  -0.806  -9.073  -1.269
H  -2.285  -8.979  -0.300
H  -0.458  -6.612  -1.041
H  -2.110  -6.934  -1.703
H  -2.682  -6.221  2.973
H  -1.398  -4.958  3.189
H  -4.358  -4.733  4.014
H  -2.983  -4.841  5.121
H  -3.187  -3.397  4.112
H  -0.955  -0.966  2.029
H  0.548  -0.552  2.873
H  -0.823  0.992  4.406
H  -1.246  -0.728  4.526
H  -2.288  0.377  3.610

- total charge = +4
- frontier orbital gap (alpha / beta) (eV) = 6.3 / 4.2
- molecular weight (g/mol) = 846.80
- energy relative to the best compared isomer or geometry (same formula, charge and spin) (kcal per mole) = 26.9
- 2S+1 = 4
- <S²> = 3.777
- E_tot (Eh) = -5168.16183
- HOMO level (alpha / beta) (eV) = -18.97 / -19.33
- E_LUMO (alpha / beta) (eV) = -12.7147 / -15.1028


(4)
13 unconnected molecules or ions with the total composition C31H53Cl8F3O27, computed with ωB97M-V with the def2-TZVPD basis set.

Atoms and positions in Å:
C  1.085  -1.400  1.664
O  0.200  -0.953  0.641
C  -0.521  0.153  0.781
O  -0.567  0.859  1.747
O  -1.240  0.262  -0.327
C  -2.010  1.496  -0.490
H  1.918  -0.708  1.784
H  1.406  -2.425  1.477
H  0.650  -1.423  2.663
H  -2.581  1.394  -1.413
H  -1.332  2.340  -0.615
H  -2.647  1.540  0.393
C  -5.678  8.627  -2.650
O  -4.384  8.235  -2.167
C  -4.076  6.893  -1.980
O  -4.904  6.027  -2.109
O  -2.779  6.787  -1.704
C  -2.128  5.520  -1.666
H  -5.604  9.612  -3.111
H  -6.453  8.602  -1.884
H  -6.056  7.987  -3.446
H  -2.568  4.805  -0.970
H  -1.082  5.720  -1.432
H  -2.106  5.037  -2.642
C  1.511  -2.272  -2.258
O  1.282  -3.623  -2.693
C  0.732  -4.616  -1.901
O  0.445  -4.444  -0.710
O  0.530  -5.787  -2.601
C  1.069  -6.136  -3.907
H  2.069  -1.743  -3.031
H  2.127  -2.239  -1.359
H  0.569  -1.759  -2.065
H  0.617  -7.048  -4.296
H  2.149  -6.104  -3.764
H  0.939  -5.241  -4.515
C  5.095  -3.069  3.700
O  3.914  -3.502  2.982
C  3.480  -4.731  3.041
O  3.974  -5.619  3.667
O  2.425  -4.795  2.285
C  1.954  -6.025  1.840
H  4.995  -2.060  4.099
H  5.804  -2.963  2.879
H  5.401  -3.759  4.486
H  1.080  -6.341  2.410
H  2.660  -6.854  1.885
H  1.680  -5.941  0.788
C  -3.525  2.175  7.586
O  -2.486  1.363  7.073
C  -2.747  0.295  6.312
O  -3.803  -0.187  5.873
O  -1.503  -0.105  5.927
C  -1.388  -1.152  5.007
H  -3.186  2.421  8.592
H  -4.504  1.704  7.680
H  -3.635  3.115  7.045
H  -1.916  -2.028  5.381
H  -0.327  -1.222  4.765
H  -1.814  -0.832  4.057
C  -0.532  4.719  -5.719
O  -0.578  3.826  -4.684
C  -0.705  2.537  -5.025
O  -0.735  1.961  -6.141
O  -0.724  1.823  -3.884
C  -0.955  0.405  -3.843
H  -0.526  5.750  -5.368
H  -1.476  4.697  -6.265
H  0.344  4.577  -6.352
H  -0.427  -0.222  -3.124
H  -0.746  -0.086  -4.794
H  -1.991  0.181  -3.592
C  3.791  -6.095  -0.772
C  4.052  -4.595  -0.492
O  4.378  -4.141  -1.779
C  4.788  -5.086  -2.554
O  5.317  -4.953  -3.675
O  4.553  -6.265  -1.927
F  5.155  -4.424  0.292
H  2.843  -6.502  -1.123
H  4.174  -6.774  -0.010
H  3.207  -4.176  0.054
C  1.889  5.083  1.429
C  1.184  3.964  0.510
O  1.882  4.130  -0.682
C  2.819  5.109  -0.623
O  3.642  5.414  -1.551
O  2.764  5.736  0.549
F  -0.126  4.200  0.371
H  2.393  4.611  2.273
H  1.201  5.834  1.816
H  1.334  2.954  0.892
C  5.385  -1.119  -1.780
C  6.385  0.032  -1.672
O  6.309  0.093  -0.239
C  5.152  -0.337  0.271
O  4.846  -0.289  1.437
O  4.426  -0.926  -0.696
F  5.790  1.094  -2.154
H  5.867  -2.094  -1.707
H  4.858  -1.017  -2.728
H  7.359  -0.133  -2.132
C  -5.422  -0.168  -1.742
Cl  -4.673  0.117  -3.332
Cl  -5.982  1.200  -0.961
H  -6.313  -0.793  -1.683
H  -4.616  -0.528  -1.102
C  -2.410  2.964  3.810
Cl  -1.615  4.189  4.793
Cl  -4.089  2.820  4.259
H  -2.318  3.273  2.769
H  -1.902  2.004  3.887
C  -5.470  -0.516  3.107
Cl  -4.339  0.223  1.967
Cl  -6.881  -1.205  2.226
H  -4.914  -1.288  3.639
H  -5.753  0.209  3.870
C  -2.719  -3.165  -1.316
Cl  -4.380  -3.305  -0.834
Cl  -2.611  -3.375  -3.109
H  -2.320  -2.178  -1.081
H  -2.052  -3.840  -0.779

- total charge = 0
- frontier orbital gap (eV) = 10.8
- molecular weight (g/mol) = 1198.36
- energy relative to the best compared isomer or geometry (same formula, charge and spin) (kcal per mole) = 77.7
- E_tot (Eh) = -7225.58495
- HOMO level (eV) = -10.57
- E_LUMO (eV) = 0.2437


(5)
A molecular structure, C31H53ClNPZr, computed with ωB97M-V with the def2-TZVPD basis set.

Atoms and positions in Å:
Zr  1.354  0.026  2.117
P  0.212  0.615  -0.702
Cl  1.240  2.400  2.184
C  -3.253  -0.981  0.451
H  -4.165  -1.084  -0.163
H  -2.921  0.062  0.661
C  2.076  0.823  -1.095
C  -0.696  2.266  -1.005
C  2.361  0.874  -2.609
H  2.286  1.816  -0.651
C  3.808  1.277  -2.885
H  2.172  -0.115  -3.047
H  1.694  1.588  -3.115
C  4.826  0.395  -2.161
H  3.990  1.245  -3.968
H  3.951  2.313  -2.571
C  4.463  0.170  -0.666
H  4.900  -0.579  -2.666
H  5.828  0.862  -2.230
C  2.993  -0.210  -0.418
H  5.137  -0.610  -0.249
H  4.687  1.094  -0.117
H  2.818  -1.201  -0.868
H  2.882  -0.318  0.720
C  -0.545  -0.453  -2.090
C  -2.207  2.119  -1.248
H  -0.538  2.726  -0.011
C  -2.933  3.473  -1.290
H  -2.392  1.624  -2.213
H  -2.657  1.464  -0.504
C  -2.281  4.493  -2.241
H  -3.971  3.324  -1.578
H  -2.944  3.909  -0.270
C  -0.754  4.567  -2.130
H  -2.559  4.244  -3.282
H  -2.704  5.484  -2.052
C  -0.070  3.196  -2.064
H  -0.355  5.129  -2.968
H  -0.500  5.127  -1.214
H  -0.149  2.731  -3.058
H  1.005  3.344  -1.867
C  0.138  -1.824  -2.189
H  -1.572  -0.608  -1.706
C  -0.605  -2.763  -3.152
H  1.176  -1.713  -2.523
H  0.184  -2.304  -1.199
C  -0.842  -2.148  -4.541
H  -0.041  -3.692  -3.260
H  -1.573  -3.041  -2.712
C  -1.412  -0.730  -4.481
H  0.106  -2.130  -5.086
H  -1.533  -2.794  -5.114
C  -0.665  0.179  -3.498
H  -1.385  -0.279  -5.483
H  -2.468  -0.767  -4.190
H  0.329  0.379  -3.912
H  -1.182  1.148  -3.466
C  -0.405  -1.338  1.570
C  -2.730  -2.067  0.967
H  -0.363  -1.453  0.457
C  -3.101  -2.936  2.183
H  -2.061  -2.698  0.295
C  -2.190  -2.826  3.439
H  -4.157  -2.728  2.401
H  -3.085  -3.976  1.807
C  -0.766  -3.368  3.253
H  -2.132  -1.791  3.701
H  -2.659  -3.383  4.235
C  0.145  -2.580  2.202
H  -0.285  -3.301  4.211
H  -0.797  -4.424  2.964
H  1.101  -2.415  2.714
H  0.308  -3.320  1.384
C  2.936  -0.638  4.149
C  1.597  -0.487  4.766
C  1.215  -0.661  6.094
C  -0.124  -0.238  6.215
C  -0.564  0.154  4.947
C  -1.808  0.821  4.497
N  0.514  0.063  4.092
H  2.919  -1.087  3.051
H  3.469  -1.446  4.661
H  3.512  0.313  4.239
H  1.914  -1.039  6.831
H  -0.720  -0.247  7.137
H  -2.412  0.135  3.902
H  -2.408  1.095  5.378
H  -1.610  1.724  3.904

- total charge = 0
- frontier orbital gap (alpha / beta) (eV) = 4.7 / 4.7
- molecular weight (g/mol) = 597.42
- E_tot (Eh) = -2116.09561
- HOMO level (alpha / beta) (eV) = -5.34 / -5.33
- E_LUMO (alpha / beta) (eV) = -0.6351 / -0.6287